(1)
8
Properties=species:S:1:pos:R:3:forces:R:3 method="wB97M-V/def2-TZVPD" smiles="O=CC(=S)C=S" relative_energy_kcal_mol=47.35 homo_energy_ev=-9.471 gap_ev=6.97 total_charge=0
S 1.5570 1.5108 -0.9940 -0.2 -0.4 1.0
S -1.2295 0.1466 1.7096 0.8 -0.4 -1.8
O 0.1746 -1.5916 -1.3674 0.0 0.6 0.3
C -0.2531 0.0303 0.3542 -1.4 0.1 2.1
C 0.9236 0.8828 0.3706 0.9 1.1 0.7
C -0.6204 -0.9521 -0.7327 -1.5 -1.3 -0.3
H -1.7598 -1.2241 -0.8059 1.6 0.8 0.2
H 1.2077 1.1973 1.4656 -0.2 -0.5 -2.3

***

(2)
14
Properties=species:S:1:pos:R:3:forces:R:3 method="wB97M-V/def2-TZVPD" relative_energy_kcal_mol=82.75 homo_energy_ev=-9.623 gap_ev=10.60 total_charge=0
O 2.1664 0.9461 -0.6030 0.3 0.1 -0.1
O -0.8665 -0.9043 1.7593 -0.1 0.1 0.2
N 1.3340 -0.0618 -0.1452 -0.6 0.0 0.0
C -0.3708 1.6049 -0.7281 0.0 0.1 0.0
C -0.5055 -1.9781 0.9065 0.1 -0.3 -0.1
C 0.1063 0.2836 -0.2020 0.3 -0.1 0.0
C -0.8922 -0.6830 0.3508 0.0 0.0 -0.2
H -0.1721 2.3866 0.0129 0.0 0.0 -0.1
H 0.5487 -2.2456 0.9168 -0.2 0.1 0.0
H 0.1668 1.8777 -1.6406 -0.1 0.0 0.1
H 3.0460 0.5580 -0.5121 -0.2 0.1 0.0
H -1.2158 -2.8037 0.8636 0.1 0.1 0.0
H -1.4454 1.5854 -0.9283 0.2 0.0 0.1
H -1.8999 -0.5661 -0.0507 0.2 0.0 0.0

***

(3)
63
Properties=species:S:1:pos:R:3:forces:R:3 method="wB97M-V/def2-TZVPD" relative_energy_kcal_mol=0.00 homo_energy_ev=-11.835 gap_ev=7.12 total_charge=+1
Si -4.3511 2.1878 -3.4204 -0.4 0.2 -0.5
Si -2.0211 2.3420 -1.3844 0.2 0.5 -0.1
F 4.7005 0.4189 5.0552 -0.4 -1.0 -0.4
F 6.1856 -2.8627 2.8916 -0.3 0.5 -0.3
O -3.3514 1.7710 -2.1648 0.1 -0.1 0.1
O 5.5892 1.0046 3.1510 -0.7 -0.8 0.6
O 5.3712 -2.4893 4.8966 0.2 0.1 -1.0
N 1.5570 -2.4355 1.9047 -0.1 0.3 1.0
N 4.6836 -1.0952 3.1732 -0.1 0.1 0.8
N -0.4742 -4.4704 4.1233 0.1 0.1 0.0
C -3.3736 2.3210 -5.0126 0.1 -0.1 0.3
C 3.2826 -1.3653 3.1100 -0.5 -0.3 0.1
C 1.0123 -1.3286 3.9047 0.2 0.2 0.2
C -0.7785 -2.5514 2.5937 1.1 -0.7 -0.4
C 5.0105 0.1745 3.7766 1.7 1.8 -1.2
C 2.5943 -0.9006 -0.6241 0.1 0.4 -0.2
C 2.0096 -0.6253 -2.0229 -0.3 -0.5 0.6
C -0.8001 -4.0603 2.9776 -0.1 0.2 0.2
C 3.7744 -2.6035 0.9335 -1.3 -0.1 -0.1
C 3.1659 -2.3192 -0.4709 0.2 0.3 -0.1
C 0.6509 -2.0769 2.8258 -2.0 -0.3 -0.5
C -5.1677 3.8380 -3.0832 0.2 -0.1 0.2
C -2.3714 4.0220 -0.6406 -0.1 -0.2 0.0
C -1.5038 1.1849 -0.0012 -0.2 -0.2 -0.1
C 2.8405 -2.1062 2.0304 1.7 -0.5 -1.5
C -5.6883 0.9068 -3.6564 0.3 -0.1 0.3
C -0.5853 2.5030 -2.5779 -0.2 -0.2 0.1
C 5.4391 -2.1961 3.7460 -0.3 -0.3 1.9
C 2.3445 -0.9749 4.0588 0.2 0.3 0.5
H -2.8215 1.3981 -5.2048 0.0 0.0 -0.1
H -1.4713 -1.9805 3.2138 0.0 -0.1 -0.2
H -5.2593 -0.0719 -3.8818 -0.1 0.0 0.0
H 1.2437 -2.9764 1.1053 0.2 0.0 -0.1
H -5.8908 4.0726 -3.8664 0.0 0.0 0.0
H -3.2506 3.9833 0.0060 0.0 0.1 0.0
H -1.2583 0.1932 -0.3932 0.0 0.0 0.0
H -0.3983 1.5528 -3.0843 0.0 0.0 -0.1
H -6.3367 1.1930 -4.4864 0.0 0.0 0.0
H -1.5221 4.3630 -0.0445 0.0 0.0 0.0
H -2.6578 3.1443 -4.9648 0.0 0.0 -0.1
H -0.2135 -3.6929 4.7373 -0.1 -0.1 0.1
H 4.7619 -2.1593 1.0392 -0.2 -0.1 0.0
H -2.3022 1.0765 0.7365 0.0 0.0 0.0
H -4.4289 4.6419 -3.0540 -0.1 0.0 0.0
H 1.4743 0.3295 -2.0163 0.3 -0.1 -0.2
H -6.3046 0.8130 -2.7599 0.0 0.0 0.0
H -5.6919 3.8224 -2.1251 0.0 0.1 0.0
H 1.7935 -0.6730 0.0971 0.2 -0.2 0.0
H 3.4047 -0.1891 -0.4016 -0.2 -0.1 0.0
H 3.9877 -2.4091 -1.1937 -0.2 -0.2 0.1
H -4.0430 2.5017 -5.8554 0.0 0.0 0.0
H 1.2432 -1.3935 -2.2083 0.2 0.1 -0.2
H 2.6518 -0.4050 4.9319 -0.1 -0.1 -0.2
H 3.8119 -3.6950 1.0741 0.5 0.2 0.0
H -0.6206 1.5806 0.5069 0.0 0.1 0.0
H -0.9754 -2.4110 1.5224 -0.4 0.0 0.3
H 2.7658 -0.6654 -2.8107 -0.2 0.1 0.1
H -2.5551 4.7620 -1.4216 0.0 0.0 0.0
H -1.0688 -4.8328 2.2500 -0.1 0.4 -0.1
H 2.4283 -3.0858 -0.7579 0.1 0.2 0.1
H 0.3246 2.7944 -2.0472 0.0 0.0 0.0
H -0.7927 3.2598 -3.3360 0.0 0.0 0.0
H 0.2270 -1.0545 4.5998 0.3 0.1 0.1

***

(4)
15
Properties=species:S:1:pos:R:3:forces:R:3 method="wB97M-V/def2-TZVPD" relative_energy_kcal_mol=26.21 homo_energy_ev=-15.455 gap_ev=10.44 total_charge=+1
O -0.6018 -1.7466 -1.6717 -0.5 -0.6 -1.7
C 0.6973 0.5519 0.1471 0.6 1.2 0.8
C 0.4791 -0.2423 1.4403 -0.9 -1.5 0.8
C -0.5796 1.4599 0.0276 -0.1 0.6 1.4
H 0.7903 -0.1022 -0.7771 0.7 0.8 1.1
H 0.1405 -2.3678 -1.5753 0.3 -0.2 0.4
H -1.2844 1.0489 0.8398 0.9 1.3 -1.0
H 1.2767 -0.9553 1.6372 0.2 -0.2 -0.1
H -1.2013 1.4309 -0.8738 0.6 -0.1 -0.3
H -0.6062 -1.0394 -1.0332 0.2 1.0 1.9
H -0.5106 -0.8900 1.4026 1.7 1.4 0.3
H 1.7068 1.1640 0.3838 -2.3 -1.3 -1.4
H -0.5082 -1.2702 -2.5186 -0.1 -0.3 -0.6
H -0.2831 2.5489 0.1971 -0.8 -1.5 0.0
H 0.4843 0.4093 2.3744 -0.4 -0.6 -1.4

***

(5)
18
Properties=species:S:1:pos:R:3:forces:R:3 method="wB97M-V/def2-TZVPD" homo_energy_ev="-2.384 / -5.095" s_squared=0.75 multiplicity=2 gap_ev="5.68 / 8.29" total_charge=-1
Ag -4.7185 -3.0515 -0.7316 0.4 0.4 0.4
Cl -3.0116 -1.4828 0.9454 -0.4 -0.4 -0.4
O 0.4560 1.2894 -1.2453 -0.1 0.3 0.6
O 0.8211 0.1244 1.3317 0.3 0.0 1.3
C -0.2225 0.0954 -0.8658 0.1 -0.7 0.2
C -0.3262 0.4053 2.1529 0.3 0.6 -0.9
C 0.5407 -0.7310 0.2599 -0.5 1.1 -1.2
C 1.7662 1.1204 -1.6500 1.4 0.5 -0.1
H -1.2340 0.3736 -0.5698 0.2 0.1 0.4
H -0.0243 0.9067 3.0724 0.4 -0.3 0.0
H 1.9305 0.4799 -2.5166 -0.4 -0.4 -0.2
H -0.3891 -0.4322 -1.8050 0.2 -0.9 0.1
H 0.0222 -1.6230 0.6117 -0.5 0.0 -0.4
H 2.2252 2.0750 -1.9071 -0.6 0.4 -0.3
H -0.9276 -0.4813 2.3538 0.0 0.0 -0.1
H 1.5079 -1.0284 -0.1454 0.1 -0.1 0.0
H 2.4854 0.8120 -0.8912 -0.4 -0.6 0.6
H -0.9015 1.1481 1.6002 -0.6 -0.1 0.1

***

(6)
2
Properties=species:S:1:pos:R:3:forces:R:3 method="wB97M-V/def2-TZVPD" relative_energy_kcal_mol=189.05 homo_energy_ev=-7.903 gap_ev=5.22 total_charge=0
C 0.9022 1.0617 -0.3480 -2.3 -2.7 0.9
C -0.9022 -1.0617 0.3480 2.3 2.7 -0.9

***

(7)
22
Properties=species:S:1:pos:R:3:forces:R:3 method="wB97M-V/def2-TZVPD" relative_energy_kcal_mol=136.79 homo_energy_ev=-7.071 gap_ev=7.88 total_charge=0
N 1.0195 -0.1556 0.7036 -1.1 -1.8 1.6
N 1.1424 1.2036 0.8170 -1.6 -1.5 -0.3
N -0.2204 0.8567 -1.7722 0.2 2.1 -0.6
C -0.5828 -0.3580 -1.4561 -1.9 -3.2 3.9
C 2.1272 -1.0693 0.8275 2.1 4.6 0.9
C -1.3658 0.1400 1.2508 -0.2 -3.5 -3.6
C -1.2576 -1.4594 -1.8412 1.6 1.6 0.9
C -0.8283 1.9574 -1.5106 0.1 -0.6 0.6
C -0.2682 -0.7004 0.5526 0.6 2.2 -2.5
H -0.3793 2.9434 -1.5469 0.6 -0.2 -0.7
H 2.8178 -0.7258 1.6996 -1.0 -0.6 -1.3
H 1.5682 1.5412 0.0199 1.3 1.4 -1.5
H -1.2553 -2.3130 -1.1768 -0.3 0.0 -0.2
H 1.4676 1.4568 1.6904 1.2 1.0 1.8
H -1.7017 -1.5147 -2.7753 -0.8 -0.4 -1.8
H 1.7490 -1.9665 1.0778 -1.0 -3.3 0.6
H -1.7861 2.0258 -1.0154 -0.6 -0.5 0.0
H -1.3766 0.0423 2.2729 -0.1 -0.5 2.5
H 2.7047 -1.0475 -0.0818 0.5 -0.5 -0.4
H -1.0224 1.0598 0.9843 0.2 3.1 -0.5
H -2.3108 -0.1242 0.7381 0.3 0.3 0.7
H -0.2409 -1.7924 0.5418 -0.3 0.4 0.1